No. 1
Below is one molecule with the formula C6H6O in a non-equilibrium geometry, with properties calculated with ωB97M-V/def2-TZVPD.

- SMILES string: C#CC1=CCOC1
- E: -307.3272 hartree
- ΔE to the lowest compared entry with this formula, charge and spin: 3.706 eV
- Orbital gap: 9.8 eV

Each line ends with the Löwdin charge.
Atoms and positions in Å:
C 2.4940 -0.9220 0.7560  0.124
C 1.9111 0.0885 0.4162  -0.066
C 0.5627 0.4318 0.0719  -0.253
C -0.3605 1.3437 0.3647  0.011
C -1.7209 0.7397 0.0935  -0.183
O -1.4857 -0.5734 -0.3945  -0.102
C -0.1162 -0.8612 -0.3120  -0.188
H 2.9905 -1.8080 1.0792  0.044
H -0.2244 2.3197 0.8203  0.117
H -2.3343 0.6821 1.0037  0.122
H -2.2905 1.2954 -0.6598  0.120
H 0.2266 -1.3295 -1.2403  0.134
H 0.2420 -1.5418 0.4957  0.120

---

No. 2
Below is C6H6O as an isolated structure in a non-equilibrium geometry, with properties calculated with ωB97M-V/def2-TZVPD.

- E: -307.2724 hartree
- ΔE to the lowest compared entry with this formula, charge and spin: 5.198 eV
- Orbital gap: 9.6 eV

Each line ends with the Löwdin charge.
Atoms and positions in Å:
C 2.6197 -0.4662 0.5976  0.124
C 1.4495 -0.2855 0.3542  -0.074
C 0.1048 0.0865 0.0226  -0.357
C -0.8585 0.6461 0.9999  -0.030
C -1.3524 -0.5695 0.3154  -0.156
O -1.8003 -0.2326 -0.9790  -0.074
C -0.4858 0.1914 -1.3733  -0.117
H 3.6583 -0.6236 0.8058  0.026
H -1.2951 1.5941 0.7039  0.128
H -0.6162 0.5338 2.0480  0.123
H -0.7838 -1.4891 0.4215  0.152
H -0.0883 -0.5469 -2.0769  0.133
H -0.4438 1.1998 -1.7856  0.122

---

No. 3
Below is one molecule with the formula C6H6O, with properties calculated with ωB97M-V/def2-TZVPD.

- SMILES string: OC=C=CC1=CC1
- E: -307.3048 hartree
- ΔE to the lowest compared entry with this formula, charge and spin: 4.316 eV
- Orbital gap: 9.4 eV

Each line ends with the Löwdin charge.
Atoms and positions in Å:
O -1.9561 2.2476 0.1439  0.005
C -0.9753 1.8661 -0.7248  -0.195
C 1.3980 -0.5725 1.0153  -0.120
C 0.5445 -1.1086 -0.0884  -0.237
C 1.0716 -2.0016 0.6904  0.012
C -0.7195 0.6308 -1.0769  0.003
C -0.3486 -0.6313 -1.1255  -0.056
H -2.3453 1.4459 0.5217  0.107
H -0.4330 2.7180 -1.1225  0.121
H 0.9220 -0.0763 1.8680  0.081
H 2.3845 -0.1653 0.7743  0.081
H 1.1742 -3.0282 1.0051  0.092
H -0.7169 -1.3246 -1.8807  0.105

---

No. 4
Below is one molecule with the formula C6H6O in a non-equilibrium geometry, with properties calculated with ωB97M-V/def2-TZVPD.

- SMILES string: C#CC[C@H](O)C#C
- E: -307.3123 hartree
- ΔE to the lowest compared entry with this formula, charge and spin: 4.112 eV
- Orbital gap: 11.1 eV

Each line ends with the Löwdin charge.
Atoms and positions in Å:
O 0.0664 1.8331 0.0697  -0.020
C 0.5852 0.7076 -0.6141  -0.412
C 1.1564 -0.3710 0.3390  -0.148
C 0.1759 -0.7266 1.3611  -0.145
C -0.6717 -0.9584 2.1838  0.125
C -0.5201 0.2341 -1.4169  -0.092
C -1.5228 -0.0891 -1.9944  0.133
H -0.7661 1.5230 0.4740  0.100
H 1.4057 1.0085 -1.2812  0.153
H 2.0577 0.0402 0.8061  0.124
H 1.4719 -1.2720 -0.2044  0.128
H -1.4119 -1.1790 2.9187  0.028
H -2.0265 -0.7504 -2.6413  0.025

---

No. 5
Below is one molecule with the formula C6H6O in a non-equilibrium geometry, with properties calculated with ωB97M-V/def2-TZVPD.

- E: -307.2870 hartree
- ΔE to the lowest compared entry with this formula, charge and spin: 4.802 eV
- Orbital gap (spin up / spin down): 6.4 / 7.3 eV

Each line ends with the Löwdin charge.
Atoms and positions in Å:
C 2.4810 -1.1051 0.3835  -0.047
C 1.4612 -0.3578 0.7590  -0.047
C 0.2805 0.1485 0.2341  -0.281
C -0.4652 1.3403 0.1597  -0.033
C -1.8465 1.0257 -0.2731  -0.130
O -1.7796 -0.4001 -0.6413  0.006
C -0.6146 -0.8149 -0.2998  -0.069
H 3.1483 -1.5805 1.1045  0.041
H -0.1240 2.3441 0.3691  0.100
H -2.6417 1.0363 0.4920  0.131
H -2.2096 1.5541 -1.1614  0.126
H -0.4040 -1.8712 -0.4653  0.150
H 2.7141 -1.3193 -0.6610  0.052

---

No. 6
Below is one molecule with the formula C6H6O in a non-equilibrium geometry, with properties calculated with ωB97M-V/def2-TZVPD.

- SMILES string: C#CC[C@H](O)C#C
- E: -307.2636 hartree
- ΔE to the lowest compared entry with this formula, charge and spin: 5.439 eV
- Orbital gap: 10.5 eV

Each line ends with the Löwdin charge.
Atoms and positions in Å:
O 0.0788 -1.7980 1.7137  -0.028
C 0.4745 -1.0535 0.5875  -0.378
C -0.7892 -0.6235 -0.2624  -0.113
C -0.6041 0.6256 -0.9789  -0.152
C -0.4276 1.6912 -1.5119  0.083
C 1.2056 0.2131 0.8315  -0.079
C 1.4555 1.3534 0.4847  0.080
H -0.0127 -1.1807 2.4496  0.098
H 1.0765 -1.7333 -0.0260  0.148
H -1.6429 -0.5181 0.4180  0.129
H -1.0443 -1.3940 -1.0014  0.127
H -0.5339 2.5081 -2.1741  0.043
H 1.0461 2.0933 -0.2552  0.040

---

No. 7
Below is one molecule with the formula C6H6O2, with properties calculated with ωB97M-V/def2-TZVPD.

- SMILES string: C#C/C(=C/C=O)OC
- E: -382.5896 hartree
- ΔE to the lowest compared entry with this formula, charge and spin: 2.616 eV
- Orbital gap: 9.0 eV

Each line ends with the Löwdin charge.
Atoms and positions in Å:
C -0.9153 1.8622 0.0052  -0.059
C 0.1048 -0.3057 -0.0393  -0.285
C 1.1924 -1.1342 -0.0211  -0.001
C 2.5861 -0.6922 0.0025  -0.281
C -1.2398 -0.8487 0.0053  -0.066
C -2.3717 -1.2623 0.0095  0.162
H -1.5476 1.6657 -0.8574  0.091
H -1.4553 1.7440 0.9599  0.102
H -0.5485 2.9065 -0.0717  0.105
H 1.0180 -2.2049 -0.0629  0.108
H 3.2918 -1.5334 0.0410  0.107
H -3.3408 -1.6903 0.0430  0.036
O 0.2501 1.0404 -0.0312  -0.065
O 2.9758 0.4531 0.0172  0.047

---

No. 8
Below is one molecule with the formula C6H6O2 in a non-equilibrium geometry, with properties calculated with ωB97M-V/def2-TZVPD.

- SMILES string: C#C[C@]1(C=O)CCO1
- E: -382.5019 hartree
- ΔE to the lowest compared entry with this formula, charge and spin: 5.002 eV
- Orbital gap: 10.0 eV

Each line ends with the Löwdin charge.
Atoms and positions in Å:
C -0.1355 1.8646 -0.4164  -0.119
C 0.0462 0.3034 -0.1880  -0.541
C 0.5271 -0.1725 1.0735  -0.071
C -0.9726 -0.6900 1.3128  -0.039
C 0.6924 -0.2450 -1.3472  -0.033
C 1.0508 -1.2101 -2.1795  0.158
H -0.5745 2.2743 -1.3249  0.133
H 1.0673 -1.0923 0.9989  0.116
H 1.0306 0.5992 1.6797  0.128
H -1.0605 -1.7886 1.4309  0.109
H -1.8887 -0.0177 1.7407  0.163
H 1.1697 -1.8416 -3.0777  0.034
O 0.2300 2.5365 0.5075  0.075
O -1.1824 -0.5202 -0.2102  -0.112

---

No. 9
Below is C6H6O2 as an isolated structure in a non-equilibrium geometry, with properties calculated with ωB97M-V/def2-TZVPD.

- E: -382.5716 hartree
- ΔE to the lowest compared entry with this formula, charge and spin: 3.107 eV
- Orbital gap: 8.8 eV

Each line ends with the Löwdin charge.
Atoms and positions in Å:
C -2.5034 -0.2972 -0.1657  0.079
C -1.2127 0.0744 -0.0600  -0.325
C -0.4699 1.2911 0.1461  -0.046
C 1.0923 0.8286 0.0265  -0.303
C 1.1295 -0.5957 0.1302  -0.215
C 2.2768 -1.3743 -0.0726  0.166
H -3.2356 0.4769 -0.3426  0.060
H -2.8224 -1.3243 -0.3590  0.074
H -0.9849 2.5156 -0.2418  0.236
H -0.4842 1.4609 1.2433  0.124
H 2.0939 -2.4337 -0.2845  0.078
H 3.2398 -1.0978 -0.0817  0.026
O 2.1268 1.4977 -0.1706  0.070
O -0.2460 -1.0222 0.2324  -0.024

---

No. 10
Below is one molecule with the formula C6H6O2 in a non-equilibrium geometry, with properties calculated with ωB97M-V/def2-TZVPD.

- SMILES string: C1=C[C@H]2O[C@@H]2[C@H]2O[C@@H]12
- E: -382.4133 hartree
- ΔE to the lowest compared entry with this formula, charge and spin: 7.415 eV
- Orbital gap: 10.2 eV

Each line ends with the Löwdin charge.
Atoms and positions in Å:
C 1.2955 -0.0825 0.2405  -0.294
C 0.6536 1.1785 -0.3126  -0.043
C -0.6349 1.5762 -0.1704  0.064
C -1.2885 0.1833 0.1264  -0.239
C -0.8931 -1.0423 -0.4204  -0.226
C 0.5118 -1.3206 0.3844  -0.122
H 2.2318 0.2180 0.6900  0.132
H 1.6500 1.8424 -0.2045  0.149
H -0.8512 2.5315 -0.3983  0.058
H -1.4599 0.0777 1.1437  0.123
H -0.7334 -1.1729 -1.6100  0.205
H 0.2746 -1.9594 1.4072  0.200
O 1.5473 -1.1571 -0.6651  -0.011
O -2.3036 -0.8729 -0.2108  0.002

---

No. 11
Below is one molecule with the formula C6H6O2 in a non-equilibrium geometry, with properties calculated with ωB97M-V/def2-TZVPD.

- SMILES string: Oc1occ2c1CC2
- E: -382.4750 hartree
- ΔE to the lowest compared entry with this formula, charge and spin: 5.734 eV
- Orbital gap: 8.7 eV

Each line ends with the Löwdin charge.
Atoms and positions in Å:
C 0.1829 -1.7078 -0.0100  -0.227
C -0.4514 -0.1462 1.7220  0.031
C -0.6629 0.3459 0.4296  -0.199
C -0.5241 1.6270 -0.2995  -0.179
C 0.0875 0.8779 -1.5249  -0.095
C -0.0749 -0.5283 -0.7033  -0.005
H 1.6435 -2.9304 1.0373  0.240
H -0.6244 0.0563 2.7034  0.081
H -1.5731 1.6703 -0.4946  0.091
H 0.0609 2.6239 -0.0650  0.155
H 1.2037 1.1700 -1.7396  0.133
H -0.6589 0.9437 -2.4321  0.126
O 1.3164 -2.5861 -0.0150  -0.070
O 0.0747 -1.4162 1.3917  -0.081

---

No. 12
Below is one molecule with the formula C6H6O2 in a non-equilibrium geometry, with properties calculated with ωB97M-V/def2-TZVPD.

- SMILES string: O=C1[C@H]2[C@H]3C[C@@H]1O[C@H]32
- E: -382.5541 hartree
- ΔE to the lowest compared entry with this formula, charge and spin: 3.582 eV
- Orbital gap: 9.7 eV

Each line ends with the Löwdin charge.
Atoms and positions in Å:
C 0.7195 -0.7398 0.6257  -0.282
C -0.2028 0.5454 0.8617  -0.263
C -1.5451 -0.0266 0.4649  -0.046
C -1.0352 -0.3409 -0.9971  -0.164
C 0.0920 0.7503 -1.1801  -0.178
C 0.4270 -0.7770 -0.8684  -0.094
H 0.2407 0.9498 1.8010  0.170
H -1.8474 -0.9270 0.9582  0.113
H -2.2482 0.9192 0.1712  0.180
H -1.4453 -0.6369 -1.9364  0.124
H 0.1714 1.3988 -2.1871  0.194
H 0.8340 -1.7729 -1.3432  0.180
O 1.6877 -1.1812 1.2136  0.110
O 0.0076 1.6313 -0.0766  -0.044

---

No. 13
Below is C6H6O3Yb as an isolated structure in a non-equilibrium geometry, with properties calculated with ωB97M-V/def2-TZVPD.

- E: -1616.1695 hartree
- Charge: +1
- Multiplicity: 2
- ΔE to the lowest compared entry with this formula, charge and spin: 4.051 eV
- Orbital gap (spin up / spin down): 6.1 / 4.8 eV

Each line ends with the Löwdin charge.
Atoms and positions in Å:
C 1.1314 -1.5951 -1.6424  -0.096
C 1.7248 -0.7141 -0.8445  -0.107
C 0.9037 0.1126 0.1223  -0.213
C 1.3963 0.5174 1.5111  -0.392
O 0.4414 1.2639 2.1842  -0.480
Yb -1.6598 2.0185 2.4687  1.601
H 2.4700 -0.1162 -1.3845  0.124
H -0.0036 -0.4891 0.3026  0.102
H 0.6755 1.0554 -0.4068  0.125
H 2.3416 1.0792 1.3674  0.119
H 1.6360 -0.4165 2.0585  0.120
O 0.0991 -1.8414 -2.2691  0.060
H -2.2688 -1.4720 -1.8956  0.120
C -2.8437 -0.5498 -1.4847  0.241
C -3.0989 0.2451 -0.5716  -0.242
O -2.9449 0.9019 0.4842  -0.082

---

No. 14
Below is C6H7B as an isolated structure in a non-equilibrium geometry, with properties calculated with ωB97M-V/def2-TZVPD.

- E: -257.4701 hartree
- ΔE to the lowest compared entry with this formula, charge and spin: 2.304 eV
- Orbital gap: 9.3 eV

Each line ends with the Löwdin charge.
Atoms and positions in Å:
B 0.9338 0.5732 -0.4458  -0.345
C 2.4751 0.3496 -0.3832  0.139
C 1.8827 -0.6901 0.0038  -0.126
C 0.9284 -1.6632 0.4360  -0.040
C -0.1068 -0.8939 0.1183  -0.131
C 0.2669 1.9872 -0.3265  -0.013
C -1.6060 -0.9241 0.1714  -0.045
H 1.1149 -2.5486 1.1365  0.141
H -0.4847 2.1842 -1.2164  0.115
H 0.9407 2.7011 -0.3431  -0.012
H -0.4557 1.9098 0.5426  0.090
H -1.7429 -1.4098 -0.7915  0.092
H -2.1251 0.0185 0.2215  0.073
H -2.0212 -1.5939 0.8763  0.062

---

No. 15
Below is one molecule with the formula C6H7BrFNO in a non-equilibrium geometry, with properties calculated with ωB97M-V/def2-TZVPD.

- E: -3036.5764 hartree
- Multiplicity: 3
- Orbital gap (spin up / spin down): 8.2 / 9.8 eV

Each line ends with the Löwdin charge.
Atoms and positions in Å:
C -0.1926 -0.5732 1.5166  -0.499
C -0.3097 1.3108 -0.2879  -0.082
C -1.0190 0.1674 0.4946  -0.291
C 1.4872 -0.4709 -0.2631  -0.043
C 1.0012 0.7127 -0.8488  -0.390
C -1.6050 -0.7751 -0.5893  -0.571
N 1.0605 -0.8794 1.0117  0.127
O -0.4782 -0.8503 2.6499  0.101
F 1.0647 0.5775 -2.2343  -0.031
Br -1.4743 -2.5691 -0.4777  0.812
H -1.0552 1.6569 -1.1258  0.161
H -0.0726 2.1857 0.3266  0.114
H -1.9218 0.6281 0.9284  0.147
H 2.5271 -0.8146 -0.5951  0.153
H 1.7560 1.6414 -0.7477  0.176
H -2.3793 -0.4490 -1.1989  0.019
H 1.6111 -1.4989 1.4410  0.097